DFT (ωB97M-V/def2-TZVPD) results for a molecular structure, C4H5O5Rh.

```
15
Properties=species:S:1:pos:R:3:forces:R:3
O -0.8435 -1.8427 0.5436 1.234 -0.554 -0.667
C -1.9313 -1.5079 -0.0769 -1.358 3.362 0.394
C 0.1622 -0.0441 0.3876 1.331 2.115 -1.090
O -2.9839 -2.0912 0.2610 -1.249 0.916 -2.010
O -1.9229 -0.3949 -0.7450 -0.208 -0.682 -0.360
C -0.6051 0.1790 -0.9164 0.281 -0.128 0.037
Rh -1.8588 -3.4085 1.1872 0.474 -4.008 2.635
H 1.0301 -0.6982 0.2483 -0.547 0.253 1.102
H -0.3882 0.3109 1.2663 0.683 -0.846 0.075
H -0.1134 -0.3249 -1.7551 -0.145 0.206 0.085
H -0.7634 1.2384 -1.1329 0.011 -0.222 0.098
O 2.8390 2.7897 0.1826 0.528 -3.465 -0.541
C 2.4183 1.5068 0.1336 -4.092 4.989 1.687
O 1.1848 1.4824 0.4581 2.264 -2.436 -1.330
H 3.7759 2.8051 -0.0421 0.792 0.500 -0.115
```
Forces are in eV/Å.

Results
- ⟨S²⟩ = 6.007
- E_HOMO (alpha / beta) (Ha) = -0.692 / -0.728
- relative energy (zero: lowest compared OMol25 entry of this formula, charge and spin) (kJ/mol) = 99.6
- LUMO energy (alpha / beta) (eV) = -9.28 / -11.94
- orbital gap (alpha / beta) (eV) = 9.5 / 7.9
- spin multiplicity = 5
- net charge = +2
- max |F| (eV Å⁻¹) = 6.7

natural (NBO) atomic charge list, values in e, 6 entries: number 1, O, carries -0.70; number 2, C, carries 0.96; number 3, C, carries 0.00; number 4, O, carries -0.61; number 5, O, carries -0.39; number 6, C, carries -0.15